C2H4F3NO5PtS2 as an isolated structure at a distorted geometry, computed with the ωB97M-V functional and the def2-TZVPD basis.

- Charge: 0
- 2S+1: 3
- HOMO (spin up / spin down): -7.570 / -8.246 eV
- Gap between HOMO and LUMO (spin up / spin down): 0.22018 / 0.24535 hartree

Geometry (Å):
N -0.6633 0.7760 -1.7886
S 0.9607 0.9237 -1.6376
O 1.2839 0.7654 -0.0636
O 1.6263 -0.4134 -2.0235
S -1.3935 -0.5730 -1.3958
O -0.5790 -1.5130 -0.5594
O -2.1081 -1.1968 -2.5001
C -2.7323 -0.0098 -0.2260
F -2.2017 0.4374 0.8946
F -3.4312 0.9508 -0.8026
F -3.5232 -1.0358 0.0356
Pt 1.2221 -1.2055 -0.2254
O 1.9204 -1.2280 1.3440
H 2.7191 -1.6718 1.6310
C 1.6998 1.0045 1.6471
H 0.6124 1.1697 1.6863
H 2.7898 0.9060 1.7254
H 1.7979 1.9137 2.2586